Formula: C18H23BrN2O4
Source: the Open Molecules 2025 dataset
Level of theory: ωB97M-V with the def2-TZVPD basis set

```
48
Properties=species:S:1:pos:R:3:forces:R:3:mulliken_charge:R:1
C -3.5768 4.1009 2.2810 0.0 0.1 0.2 -0.961
O -3.3278 3.3492 1.1172 0.1 -0.2 -0.3 -0.421
C -2.1407 2.7050 1.0082 0.1 -0.1 -0.1 0.935
C -1.1317 2.7297 1.9525 -0.2 0.1 0.0 -0.430
C 0.0447 2.0203 1.7410 0.2 -0.1 -0.2 -0.590
Br 1.3791 2.1359 3.0910 0.0 0.0 0.0 -0.248
C 0.2538 1.2832 0.5930 0.0 0.2 0.4 0.149
C 1.5078 0.4890 0.3434 0.1 0.0 0.1 -1.503
N 1.2086 -0.7691 -0.3014 0.0 0.1 0.2 0.241
C 0.4585 -1.7783 0.3236 0.0 0.0 0.0 0.197
O 0.0307 -1.7384 1.4454 0.0 0.1 0.4 -0.673
N 0.3228 -2.7641 -0.5912 -0.2 -0.3 -0.2 0.073
C 0.9909 -2.4983 -1.8458 0.2 0.0 -0.3 2.040
C -0.0105 -2.3682 -3.0100 -0.1 0.0 0.2 -0.922
C -1.0773 -3.4614 -3.0615 0.2 -0.1 -0.3 -0.819
C -0.5854 -4.8143 -3.5675 -0.1 0.0 0.3 -0.844
C 0.5986 -5.3940 -2.7966 0.0 0.0 -0.4 -0.561
C 1.8992 -4.6314 -3.0520 0.0 0.0 0.3 -0.819
C 2.1637 -3.4640 -2.1016 0.1 0.0 -0.2 -1.222
C 1.5672 -1.1024 -1.5700 0.0 -0.2 0.0 -0.451
O 2.2100 -0.4225 -2.3300 0.1 0.1 -0.2 -0.671
C -0.7614 1.2776 -0.3640 -0.2 0.1 0.0 -0.165
C -1.9473 1.9617 -0.1810 0.0 0.1 0.1 0.697
O -2.9769 1.9894 -1.0653 0.0 0.2 0.3 -0.484
C -2.8651 1.2354 -2.2466 0.0 -0.1 -0.2 -0.876
H -4.5746 4.5165 2.1519 0.1 0.0 0.1 0.231
H -2.8567 4.9177 2.3942 0.0 0.0 0.0 0.369
H -3.5596 3.4725 3.1772 0.0 0.0 0.0 0.372
H -1.2421 3.2888 2.8672 -0.1 0.0 0.0 0.458
H 2.0206 0.2824 1.2871 -0.1 0.1 -0.2 0.598
H 2.1863 1.0293 -0.3260 0.0 -0.1 0.1 0.324
H -0.0903 -3.6499 -0.3584 0.0 0.1 0.1 0.273
H 0.5492 -2.3289 -3.9438 0.0 0.1 -0.1 0.358
H -0.5229 -1.4079 -2.8991 0.0 0.0 0.0 0.335
H -1.5247 -3.5763 -2.0723 -0.1 0.0 0.0 0.463
H -1.8706 -3.1208 -3.7316 -0.1 0.0 0.1 0.361
H -0.3022 -4.7211 -4.6186 0.0 0.0 -0.1 0.302
H -1.4202 -5.5175 -3.5172 0.0 0.0 -0.1 0.357
H 0.7329 -6.4275 -3.1239 0.0 0.0 0.1 0.380
H 0.3803 -5.4221 -1.7277 0.0 -0.1 0.1 0.272
H 1.9008 -4.2747 -4.0830 0.1 0.0 -0.1 0.408
H 2.7446 -5.3154 -2.9515 0.0 0.0 -0.1 0.457
H 2.4820 -3.8512 -1.1303 0.0 0.1 0.0 0.336
H 2.9919 -2.8793 -2.5097 0.0 0.0 0.0 0.278
H -0.5934 0.7194 -1.2712 -0.1 -0.1 -0.1 0.407
H -3.7996 1.3920 -2.7826 0.1 0.0 0.0 0.281
H -2.0308 1.5774 -2.8683 0.0 0.0 0.0 0.358
H -2.7467 0.1676 -2.0315 0.0 0.0 0.0 0.347
```
Forces are in eV/Å.

Orbital gap   8.70 eV
SMILES   COc1cc(Br)c(CN2C(=O)NC3(CCCCCC3)C2=O)cc1OC
Relative energy (zero: lowest compared OMol25 entry of this formula, charge and spin)   0.00 kcal/mol
Electronic energy   -3684.2326 Eh
Multiplicity   1
M   411.3 u
Net charge   0

***

Formula: C19H20CsF3N6O10
Source: the Open Molecules 2025 dataset
Level of theory: ωB97M-V with the def2-TZVPD basis set

```
59
Properties=species:S:1:pos:R:3:forces:R:3:mulliken_charge:R:1
Cs 0.7956 -0.7414 1.7367 -1.1 0.1 -0.7 1.078
O 2.8054 0.7320 2.2034 1.2 0.6 1.0 -0.898
C 2.8246 1.0395 1.0022 1.3 0.6 -0.8 -0.517
O 2.0400 1.7862 0.4012 -0.5 0.3 -0.3 -0.605
C 3.8898 0.3600 0.1276 -0.4 0.2 0.3 0.564
C 5.0279 0.9785 -0.2586 0.2 0.1 0.0 -0.450
C 5.9543 0.3370 -1.1255 -1.1 -0.7 0.3 -0.398
C 5.6482 -0.9238 -1.6227 0.3 0.0 -0.1 -0.389
C 4.5107 -1.5841 -1.2154 0.0 1.2 0.7 -0.430
C 3.5546 -0.9886 -0.2883 0.7 -0.4 -0.5 1.459
O 2.5247 -1.5631 0.0742 0.7 -0.4 -0.8 -0.774
N 4.2307 -2.8470 -1.7683 -0.2 -1.2 -0.5 0.976
O 4.5922 -3.0598 -2.9304 0.1 0.0 0.0 -0.662
O 3.6411 -3.6867 -1.1036 0.2 0.2 -0.1 -0.579
N 7.1542 0.9475 -1.4781 0.9 0.4 -0.4 0.993
O 7.9486 0.3443 -2.2097 0.0 0.1 0.0 -0.699
O 7.4015 2.0799 -1.0543 -0.1 -0.1 0.0 -0.692
H 5.2609 1.9760 0.0818 -0.1 0.1 0.1 0.530
H 6.3321 -1.4034 -2.3078 0.0 0.0 0.0 0.534
N -2.4236 2.0584 -0.3481 0.3 0.1 0.1 -0.271
C -3.6418 2.1796 0.4357 -0.3 0.0 0.3 -0.888
C -3.7966 1.0258 1.4215 -0.1 0.3 -0.1 -0.243
N -3.9621 -0.2583 0.7541 0.2 -0.1 -0.1 -0.754
H -1.6192 1.8766 0.2509 -0.1 0.1 -0.1 0.113
H -2.2343 2.9230 -0.8434 0.1 -0.1 0.0 0.206
H -4.4889 2.1681 -0.2628 0.0 0.0 0.1 0.333
H -3.6867 3.1182 1.0173 -0.1 -0.1 -0.1 0.378
H -4.7031 1.2043 2.0094 0.2 0.1 0.1 0.374
H -2.9465 1.0334 2.1200 -0.1 0.0 0.0 0.157
H -3.8416 -0.9753 1.4663 0.0 0.0 -0.1 0.333
H -3.1845 -0.3920 0.1117 -0.1 -0.1 0.1 0.282
C -3.0266 -3.7243 -2.4067 0.1 0.0 0.3 -1.419
C -2.4637 -2.4073 -1.8937 -0.5 -0.4 -0.6 0.712
O -1.9983 -2.2689 -0.7904 0.2 0.0 0.5 -0.509
N -2.5878 -1.3977 -2.7935 0.0 0.2 -0.4 0.031
C -2.0768 -0.0732 -2.5250 0.0 0.1 0.1 -0.161
C -0.8950 0.2989 -3.3786 -0.3 -0.1 -0.2 0.491
C -0.9456 0.2628 -4.7698 0.1 0.0 0.1 -0.915
C 0.1875 0.6339 -5.4741 -0.1 0.0 0.0 -0.361
C 1.3160 1.0346 -4.7759 -0.1 0.0 0.0 -0.707
C 1.2545 1.0603 -3.3878 0.3 0.1 -0.4 -0.077
N 0.1789 0.6973 -2.7189 -0.2 0.0 0.6 -0.114
H -2.9635 -4.4639 -1.6141 0.0 0.0 0.0 0.338
H -2.4530 -4.0661 -3.2656 0.0 -0.1 -0.1 0.349
H -4.0669 -3.5925 -2.6999 -0.1 0.0 0.0 0.339
H -2.9252 -1.5991 -3.7224 0.0 -0.1 0.2 0.246
H -1.7455 -0.0506 -1.4854 -0.2 0.1 -0.3 0.087
H -2.8753 0.6652 -2.6578 0.1 -0.1 0.2 0.134
H -1.8500 -0.0377 -5.2871 0.0 0.0 0.0 0.307
H 0.1797 0.6227 -6.5565 0.1 0.0 0.0 0.373
H 2.2154 1.3275 -5.2947 0.1 0.0 0.0 0.386
H 2.0835 1.3967 -2.7818 0.2 0.0 0.1 0.496
F -1.7110 -0.2943 6.2760 -0.1 0.1 -0.1 -0.285
C -1.3728 -1.3491 5.5003 0.1 0.2 0.1 0.766
F -0.0403 -1.4946 5.6526 0.0 0.0 -0.3 -0.260
F -1.9163 -2.4319 6.1129 -0.2 -0.1 -0.2 -0.293
C -1.8532 -1.1723 3.9771 0.0 -0.3 1.6 0.432
O -2.9948 -0.7517 3.8719 -0.9 0.3 -0.1 -0.665
O -1.0066 -1.5023 3.1562 -1.3 -1.1 0.8 -0.785
```
Forces are in eV/Å.

Orbital gap   6.39 eV
Relative energy (zero: lowest compared OMol25 entry of this formula, charge and spin)   70.13 kcal/mol
Electronic energy   -2136.6902 Eh
Multiplicity   1
M   682.3 u
Net charge   -2

***

Formula: C26H68O8
Source: the Open Molecules 2025 dataset
Level of theory: ωB97M-V with the def2-TZVPD basis set

```
102
Properties=species:S:1:pos:R:3:forces:R:3:mulliken_charge:R:1
C -2.4426 0.2268 -3.4818 -2.1 -1.5 -1.6 -1.314
C -3.2255 -0.7173 -2.5418 1.2 -0.5 0.6 0.320
C -2.3856 -1.9725 -2.1750 -0.1 1.5 0.1 -1.051
O -3.6469 -0.0533 -1.3732 -0.8 0.6 0.8 -0.151
H -1.5424 0.5215 -3.0421 1.5 0.5 0.7 0.210
H -3.0396 1.0848 -3.7397 -0.3 0.6 0.3 0.353
H -2.2594 -0.2352 -4.4861 0.1 0.0 0.9 0.418
H -4.1651 -1.0865 -2.9041 -0.4 0.0 -0.9 0.483
H -2.4895 -2.7165 -2.9340 0.3 -0.6 -0.5 0.535
H -2.6279 -2.3655 -1.2112 -0.9 -0.4 0.5 0.389
H -1.3741 -1.6559 -1.9849 0.8 0.0 -0.6 -0.173
H -2.9881 0.4722 -0.8987 0.7 0.1 -0.4 0.024
C -0.9942 -0.5537 0.8045 0.9 1.5 1.9 1.874
C -0.7832 0.9661 0.8795 0.0 -0.1 -0.6 1.569
C 0.6260 1.4422 0.7184 0.9 0.2 -1.0 -1.890
O -1.6236 1.6197 -0.0719 -1.1 -0.9 0.5 -0.183
H -2.0593 -0.7296 0.8680 -0.1 -0.5 0.3 -0.598
H -0.3915 -0.9188 1.6754 -0.9 -0.2 -0.5 -0.616
H -0.5898 -1.0145 -0.0635 0.3 -0.1 -0.9 -1.034
H -1.0680 1.3657 1.8529 -0.5 -0.4 0.3 -0.133
H 1.0801 1.2395 -0.2634 -0.3 -0.5 0.1 0.084
H 1.3187 1.0860 1.4715 0.0 -0.2 0.2 0.307
H 0.6034 2.5193 0.7423 0.1 0.6 0.4 0.691
H -1.1519 2.1995 -0.6539 0.7 0.7 -0.8 -0.025
C 5.8033 1.0197 -1.3118 1.7 -1.2 -0.3 -1.206
C 5.2283 1.0669 -2.6879 -1.7 1.3 -0.4 0.286
C 3.8030 1.6143 -2.5602 -0.4 -0.6 -0.7 -0.821
O 6.0159 1.9828 -3.4259 1.2 0.3 1.7 -0.573
H 5.1847 0.5164 -0.5564 0.3 -0.3 -0.4 0.143
H 5.9582 2.0157 -0.9757 0.1 1.0 0.3 0.450
H 6.8257 0.5869 -1.4725 -0.8 0.1 0.9 0.296
H 5.2082 0.1067 -3.1785 0.1 -0.6 -0.1 0.390
H 3.8486 2.6533 -2.2457 0.1 0.0 0.7 0.414
H 3.2820 0.9179 -1.8715 -0.1 0.9 -0.3 -0.156
H 3.2467 1.7068 -3.5150 0.3 -0.6 0.3 0.390
H 5.8458 2.0072 -4.3402 -0.7 -0.3 -1.6 0.323
C 1.4595 -4.7037 1.8813 -0.7 0.2 0.8 -1.615
C 0.5365 -4.0383 0.8513 2.9 -1.9 -0.8 2.373
C 0.1401 -4.9770 -0.3082 -1.9 0.3 0.8 -1.406
O -0.5606 -3.6109 1.5183 -1.8 2.0 1.6 -0.578
H 1.7651 -3.9248 2.6026 -0.3 -0.4 0.1 0.334
H 2.3806 -5.1056 1.5329 0.7 -0.5 -0.8 0.441
H 0.8897 -5.5115 2.3879 0.4 0.5 -0.1 0.294
H 1.1461 -3.2633 0.3797 -0.2 0.6 0.1 -0.888
H 0.9450 -5.3829 -0.9117 0.3 0.6 -0.1 0.335
H -0.6414 -4.4081 -0.8703 0.8 -0.5 -0.2 0.211
H -0.3987 -5.8668 0.0621 0.2 0.3 0.2 0.396
H -0.3263 -2.9466 2.2427 -0.3 -1.3 -1.3 0.111
C -5.3123 -0.5982 1.5552 0.3 1.1 0.2 -0.559
C -5.7777 0.8324 1.2548 -0.5 -0.3 1.9 0.216
C -4.7809 1.8545 1.8351 -1.1 -0.4 0.7 -0.737
O -6.0674 1.0258 -0.0767 0.1 0.3 -1.6 -0.628
H -5.2971 -0.7227 2.6502 -0.1 -0.4 -0.4 0.438
H -4.2905 -0.6656 1.1915 0.2 -0.4 -0.1 -0.306
H -5.9398 -1.2926 1.0148 -0.1 -0.4 0.2 0.294
H -6.7522 0.9869 1.7691 0.5 -0.1 -0.2 0.384
H -3.9004 1.8625 1.1988 0.5 -0.1 0.5 -0.080
H -4.6694 1.6639 2.9486 0.5 0.0 -1.4 0.314
H -5.2452 2.8266 1.7802 -0.1 0.5 -0.2 0.331
H -5.3234 0.7438 -0.6420 -0.1 0.0 0.2 0.422
C 0.9503 -0.2864 4.9236 -0.6 -0.4 0.3 -0.978
C -0.1930 -1.2337 5.1749 -0.8 -0.3 0.3 0.479
C -1.5293 -0.5114 4.9243 -0.4 0.9 0.7 -1.152
O -0.0365 -2.3733 4.3015 -0.2 -0.4 0.0 -0.450
H 1.9070 -0.6983 5.1426 0.7 -0.4 0.2 0.342
H 0.8254 0.6434 5.4322 -0.1 0.5 0.7 0.503
H 0.9013 -0.0400 3.9033 0.2 0.3 -1.6 -0.231
H -0.1426 -1.6393 6.1839 -0.1 0.3 0.3 0.458
H -1.4592 0.5551 5.2189 0.1 -0.5 0.4 0.347
H -2.4665 -0.8962 5.4000 1.0 -0.1 -0.4 0.351
H -1.7007 -0.3761 3.8717 -0.1 -0.5 -0.7 0.151
H -0.4319 -3.1654 4.7160 0.2 0.7 -0.3 0.261
C 3.7257 -0.8601 2.4605 2.0 -0.5 1.2 -0.572
C 4.0416 -1.8632 1.3699 0.2 1.3 -0.9 -0.235
O 3.2950 -1.3987 0.2720 -1.2 0.9 -1.0 -0.075
C 3.2791 -1.9486 -1.0539 -0.4 1.3 1.2 -0.849
C 1.9689 -1.6013 -1.7074 -1.4 1.3 1.0 0.010
H 3.9445 0.1848 2.1273 -0.1 -0.9 0.3 0.238
H 2.7131 -0.9624 2.7215 -1.4 0.1 0.5 -0.270
H 4.3617 -1.1392 3.3832 -0.9 0.7 -1.3 0.406
H 5.1054 -1.7213 1.1925 0.4 -0.8 -0.3 0.237
H 3.7245 -2.8777 1.5443 0.3 -0.6 0.6 0.244
H 4.0929 -1.5008 -1.5823 0.9 -0.1 -0.6 0.445
H 3.3127 -3.0031 -1.0497 0.6 -1.4 0.2 0.470
H 1.8245 -0.5448 -2.0519 0.5 -0.9 0.2 0.004
H 1.1619 -1.7631 -0.9597 0.5 0.1 -0.4 -0.545
H 1.7553 -2.2781 -2.5026 0.0 -0.4 -0.9 0.486
C -3.0412 4.1210 -1.8547 -1.9 -0.6 0.7 -1.182
C -1.7539 4.2032 -2.6481 -0.1 0.4 -0.2 -0.374
O -0.7125 3.2871 -2.2299 0.2 0.6 -0.2 -0.392
C 0.6385 3.8372 -2.3240 -1.2 1.4 -1.4 0.134
C 1.0882 4.1161 -3.8011 -0.3 -0.7 -0.1 -1.270
H -3.7726 4.9541 -2.0758 0.9 -0.8 -0.5 0.410
H -3.6085 3.1538 -1.9713 0.6 0.9 -0.1 0.140
H -2.9719 4.2511 -0.7688 0.8 -0.2 -0.1 0.287
H -2.0044 4.1055 -3.7214 0.4 -0.4 0.4 0.256
H -1.4109 5.2250 -2.5390 0.5 0.3 0.1 0.502
H 0.6852 4.7790 -1.7166 0.0 -0.7 -0.4 0.436
H 1.3043 3.1112 -1.9172 0.3 -0.6 0.5 -0.200
H 1.2055 3.1779 -4.3655 0.1 0.0 0.5 0.300
H 2.0460 4.6425 -3.8792 -0.2 0.0 0.3 0.398
H 0.3673 4.6378 -4.4383 -0.1 0.4 0.6 0.364
```
Forces are in eV/Å.

Orbital gap   9.88 eV
SMILES   CC(C)O.CC(C)O.CC(C)O.CC(C)O.CC(C)O.CC(C)O.CCOCC.CCOCC
Relative energy (zero: lowest compared OMol25 entry of this formula, charge and spin)   0.00 kcal/mol
Electronic energy   -1633.2215 Eh
Multiplicity   1
M   508.8 u
Net charge   0

***

Formula: C25H27N9O2SiSn
Source: the Open Molecules 2025 dataset
Level of theory: ωB97M-V with the def2-TZVPD basis set

```
65
Properties=species:S:1:pos:R:3:forces:R:3:mulliken_charge:R:1
Sn 0.0986 -0.1492 0.0704 0.7 -0.5 0.1 1.239
C 2.6280 3.2290 -0.3127 -0.1 -0.1 -0.2 -1.315
C 1.1574 3.4419 -0.4611 0.0 0.0 0.3 0.668
C 0.6496 4.6965 -0.8712 -0.4 0.0 0.1 -0.611
C -0.7238 4.9064 -0.8589 0.1 0.2 0.0 -0.715
C -1.5677 3.9213 -0.3935 0.1 -0.2 0.1 -0.407
C -0.9996 2.6614 -0.0317 -0.8 0.4 -0.3 0.345
N 0.3326 2.4707 -0.1221 1.0 -0.8 -0.2 -0.009
N -1.7288 1.6102 0.3053 1.3 0.0 -0.1 0.299
Si -3.0202 1.5873 1.5073 -1.8 -1.1 0.5 -0.112
C -2.8568 2.9726 2.7630 0.3 -0.1 -0.5 -1.100
C -4.7057 1.5362 0.6331 0.6 0.4 0.4 -0.973
C -2.7965 -0.1473 2.2433 0.1 0.8 -0.1 -0.883
H 3.1245 4.1783 -0.1237 0.0 0.0 0.0 0.560
H 3.0430 2.8124 -1.2337 0.0 0.0 0.0 0.252
H 2.8246 2.5447 0.5087 0.0 0.0 0.0 0.203
H 1.3286 5.4902 -1.1478 0.0 0.0 -0.1 0.470
H -1.1306 5.8564 -1.1793 0.0 0.0 0.0 0.482
H -2.6421 4.0369 -0.3774 0.0 0.1 0.1 0.481
H -3.0423 3.9522 2.3198 0.0 0.0 0.0 0.361
H -1.8561 2.9888 3.1993 0.0 0.0 0.0 0.355
H -3.5684 2.8511 3.5796 -0.1 -0.2 -0.1 0.413
H -4.7884 2.3004 -0.1402 -0.1 0.0 0.0 0.360
H -5.4797 1.7259 1.3777 -0.1 0.0 0.0 0.421
H -4.8870 0.5601 0.1894 0.0 0.0 0.1 0.277
H -1.7822 -0.2808 2.6280 0.0 -0.1 0.1 0.290
H -3.0030 -0.9073 1.4906 0.0 0.0 0.1 0.157
H -3.4973 -0.2754 3.0679 0.0 -0.1 0.1 0.511
N -3.2550 0.0547 -1.6357 0.2 -0.1 -0.2 -0.140
C -3.1124 -1.1633 -1.1064 0.1 -0.3 0.1 0.145
N -4.1929 -1.9071 -0.9724 -0.5 0.2 -0.2 -0.642
C -4.0246 -3.1490 -0.5144 0.4 0.3 0.0 0.501
N -5.0839 -3.9181 -0.3294 0.0 0.0 0.0 -0.323
N -2.8048 -3.6753 -0.2421 0.1 -0.3 0.1 -0.671
C -1.7895 -2.8681 -0.3721 -0.4 0.1 0.0 0.084
N -1.8698 -1.5770 -0.7313 0.7 0.6 -0.2 -0.102
C -0.4395 -3.4511 -0.1895 0.1 -0.3 0.0 0.795
C -0.2852 -4.8285 -0.2556 0.0 0.1 0.1 -0.552
C 0.9931 -5.3637 -0.2372 0.0 0.1 0.0 -0.471
C 2.0699 -4.4982 -0.1347 -0.1 0.0 0.0 -1.032
C 1.8226 -3.1415 -0.0179 0.2 0.1 0.1 -0.052
N 0.5976 -2.6221 -0.0541 -0.2 0.6 0.0 0.182
H -4.1529 0.3045 -2.0152 0.0 0.0 0.0 0.321
H -2.4502 0.6136 -1.8468 -0.1 0.0 -0.1 0.096
H -5.9964 -3.5778 -0.5822 0.0 0.0 0.0 0.265
H -4.9676 -4.8590 0.0056 0.0 0.0 0.0 0.251
H -1.1697 -5.4404 -0.3353 0.0 -0.1 0.0 0.497
H 1.1438 -6.4317 -0.3097 0.0 0.0 0.0 0.468
H 3.0877 -4.8595 -0.1477 0.0 0.0 0.1 0.478
H 2.6440 -2.4503 0.1025 0.0 -0.1 0.0 0.482
O 2.0686 -0.1686 1.4162 -0.6 0.0 0.3 -0.848
C 2.7678 -0.1188 0.3894 0.7 0.2 -0.4 0.176
N 2.1674 -0.0799 -0.8103 -2.0 0.0 0.4 -0.123
C 3.0774 -0.0180 -1.8558 0.9 0.0 -0.8 -0.623
O 2.8242 0.0769 -3.0258 -0.1 0.0 0.4 -0.616
C 4.4329 -0.0698 -1.1950 -0.3 -0.1 0.3 0.889
C 5.6894 -0.1004 -1.7480 0.0 0.0 0.0 -0.654
C 6.7723 -0.1631 -0.8661 -0.1 0.0 0.0 -0.508
C 6.5806 -0.1826 0.5092 0.0 0.0 0.0 -0.639
C 5.3025 -0.1540 1.0652 -0.1 0.0 0.2 -0.778
C 4.2325 -0.1088 0.1953 0.3 0.0 -0.4 1.158
H 5.8327 -0.0821 -2.8198 0.0 0.0 0.0 0.523
H 7.7767 -0.1990 -1.2652 0.0 0.0 0.0 0.450
H 7.4390 -0.2258 1.1650 0.0 0.0 0.0 0.461
H 5.1607 -0.1678 2.1375 0.0 0.0 0.0 0.534
```
Forces are in eV/Å.

Orbital gap (spin up / spin down)   6.19 / 5.38 eV
Relative energy (zero: lowest compared OMol25 entry of this formula, charge and spin)   57.33 kcal/mol
Electronic energy   -2115.5524 Eh
Multiplicity   1
M   632.3 u
Net charge   +2

***

Formula: C7H11NP
Source: the Open Molecules 2025 dataset
Level of theory: ωB97M-V with the def2-TZVPD basis set

```
20
Properties=species:S:1:pos:R:3:forces:R:3:mulliken_charge:R:1
N -1.4857 2.3295 -2.5043 -1.3 1.5 0.9 -0.344
C -1.8339 2.5563 -0.9973 0.1 -1.9 0.7 -0.587
P -0.8273 1.4008 0.1157 2.2 -1.4 -0.8 0.353
C 0.2431 -0.5022 0.7084 -1.9 1.3 -1.6 0.527
C 1.2264 -0.3633 1.6745 -1.9 1.9 0.8 -0.453
C 1.8999 -1.5001 2.0109 1.7 -0.2 1.0 -0.247
C 1.7303 -2.6576 1.3005 -0.9 -2.9 -0.3 -0.442
C 0.7607 -2.7805 0.2995 -0.9 2.4 0.4 -0.387
C -0.0823 -1.6381 0.0009 2.9 -0.8 1.2 -0.588
H -0.5555 2.4900 -2.8111 1.6 0.5 0.4 0.348
H -1.7027 1.4352 -2.9095 -0.9 -0.4 -0.4 0.337
H -2.0153 3.1510 -2.8870 0.2 -1.3 -0.3 0.382
H -2.9266 2.3429 -0.9736 0.7 0.1 0.1 0.263
H -0.6975 1.7465 1.4191 -0.8 1.1 0.9 0.110
H 0.4234 1.8505 -0.2831 0.3 0.3 -0.2 0.095
H 1.2101 0.5432 2.3393 0.5 -0.9 -0.9 0.243
H 2.6225 -1.5146 2.8427 -0.5 0.2 -0.4 0.339
H 2.1764 -3.6385 1.6511 -0.1 1.5 -0.5 0.283
H 0.5869 -3.7010 -0.1902 -0.1 -0.8 -0.4 0.412
H -0.7529 -1.5502 -0.8064 -0.9 -0.5 -0.6 0.357
```
Forces are in eV/Å.

Orbital gap   7.89 eV
SMILES   [NH3+]C=[PH2]c1ccccc1
Relative energy (zero: lowest compared OMol25 entry of this formula, charge and spin)   69.95 kcal/mol
Electronic energy   -669.0186 Eh
Multiplicity   1
M   140.1 u
Net charge   +1

***

> The highest net charge belongs to which entry?

C25H27N9O2SiSn

***

> Look up the electronic energy of the fourth one.

-2115.5524 Eh